A molecular structure, C13H33CuO12S3, computed with the ωB97M-V functional and the def2-TZVPD basis.

Each line ends with the Mulliken spin population.
Cartesian coordinates (Å):
1 Cu 1.4143 -1.7038 -0.7913  0.0081
2 C -2.8199 -5.9668 0.1498  0.0001
3 C -1.4070 -5.8539 0.7313  0.0003
4 O -0.3573 -5.6037 -0.1801  -0.0017
5 H -3.0043 -6.9384 -0.3084  0.0000
6 H -3.0037 -5.1365 -0.5320  0.0000
7 H -3.4757 -5.9010 1.0179  0.0000
8 H -1.1475 -6.7766 1.2503  -0.0002
9 H -1.4704 -5.0901 1.5064  -0.0001
10 O 4.1934 0.9633 -1.3564  0.2103
11 C 5.5269 0.6679 -1.7180  0.1068
12 C 5.7117 -0.5901 -2.8149  0.0333
13 O 4.9972 -1.7462 -2.5184  0.6289
14 H 6.1665 0.5270 -0.8467  -0.0066
15 H 5.9933 1.5065 -2.2350  0.0051
16 H 6.7493 -0.9035 -2.6995  0.0299
17 H 5.7930 -0.3016 -3.8628  -0.0141
18 O 3.1559 -1.3818 4.2110  0.0000
19 S 2.7558 -0.6420 5.4207  0.0001
20 O 1.3239 -0.3911 5.7540  0.0000
21 O 3.5659 -1.2076 6.7139  0.0000
22 C 4.8510 -1.7087 6.4164  0.0000
23 C 5.4575 -2.3228 7.7647  0.0000
24 C 3.5753 1.0501 5.3001  0.0000
25 H 5.5502 -0.9330 6.1039  0.0000
26 H 4.8822 -2.5546 5.7297  0.0000
27 H 4.6847 -2.5488 8.4994  0.0000
28 H 6.1265 -1.6150 8.2542  0.0000
29 H 6.0441 -3.2273 7.6038  0.0000
30 H 4.6351 0.8304 5.4286  0.0001
31 H 3.2377 1.5709 6.1961  0.0000
32 H 3.2909 1.6886 4.4637  -0.0001
33 O -0.3070 1.1621 -4.3750  0.0001
34 S -0.5811 1.8336 -5.6679  -0.0004
35 O -1.3502 1.1794 -6.7364  0.0000
36 O -1.2513 3.3685 -5.3996  0.0000
37 C -0.6813 4.1394 -4.3519  0.0000
38 C -1.7457 5.1730 -4.0281  0.0000
39 C 0.9952 2.5374 -6.3397  0.0001
40 H 0.1966 4.6909 -4.6883  0.0000
41 H -0.4895 3.5792 -3.4368  0.0000
42 H -2.5321 4.7949 -3.3748  0.0000
43 H -2.0890 5.6021 -4.9694  0.0000
44 H -1.2883 5.9750 -3.4486  0.0000
45 H 0.7980 3.1726 -7.2032  0.0000
46 H 1.6152 1.6728 -6.5770  0.0000
47 H 1.4451 3.1851 -5.5873  -0.0001
48 O -3.6667 0.1707 0.1492  0.0000
49 S -4.5639 1.1735 0.7836  0.0000
50 O -4.0828 2.5091 1.1613  0.0000
51 O -5.7683 1.4974 -0.3404  0.0000
52 C -6.3702 0.4228 -0.9944  0.0000
53 C -6.4079 0.6969 -2.5313  0.0000
54 C -5.5371 0.4596 2.2207  0.0000
55 H -7.4383 0.3454 -0.7912  0.0000
56 H -5.8394 -0.5107 -0.8074  0.0000
57 H -5.3749 0.7401 -2.8766  0.0000
58 H -6.9193 1.6454 -2.6956  0.0000
59 H -6.7135 -0.0668 -3.2465  0.0000
60 H -4.8778 -0.3477 2.5396  0.0000
61 H -6.5682 0.2031 1.9775  0.0000
62 H -5.6026 1.2357 2.9832  0.0000

orbital gap (alpha / beta)	0.138 / 0.138	Ha
E_HOMO (alpha / beta)	-3.4330 / -3.4475	eV
molar mass	541.14	u
total energy	-115719.401	eV
expectation value of S²	0.76
net charge	-1
spin multiplicity	2

***

A molecular structure, C28H41N4O6S3Si2Ta, computed with the ωB97M-V functional and the def2-TZVPD basis.

Each line ends with the Löwdin charge.
Cartesian coordinates (Å):
1 Ta -0.6123 0.0385 -0.1563  1.7563
2 O 3.6314 0.4199 -1.2762  -0.2533
3 S 2.3054 0.9020 -1.4289  0.5459
4 O 1.8195 1.0886 -2.7559  -0.2580
5 O 1.2992 -0.0066 -0.5706  -0.5436
6 C 2.0786 2.4671 -0.6430  -0.2743
7 C 3.1627 3.0914 -0.0613  -0.0824
8 C 2.9825 4.2924 0.5975  -0.0527
9 C 1.7187 4.8620 0.6921  -0.0555
10 C 0.6271 4.2593 0.0963  -0.0519
11 C 0.8002 3.0588 -0.5928  -0.2213
12 S -0.7178 2.5413 -1.4194  0.5421
13 O -1.6877 2.4705 -0.3273  -0.3148
14 O -0.9446 3.4641 -2.4674  -0.2074
15 O -0.6654 1.0740 -1.8987  -0.5251
16 H 4.1309 2.6118 -0.1321  0.1187
17 H 3.8317 4.7847 1.0545  0.1119
18 H 1.5817 5.7911 1.2320  0.1132
19 H -0.3579 4.7063 0.1507  0.1251
20 C 0.2295 2.5861 3.5021  -0.0468
21 C -1.1163 2.2965 2.9114  -0.3081
22 C -2.1909 3.0991 3.2482  -0.0395
23 C -3.4498 2.8054 2.7447  -0.0455
24 C -3.6141 1.7144 1.9299  -0.0413
25 C -2.4940 0.9532 1.5973  -0.4742
26 N -1.2633 1.2310 2.0861  0.0990
27 N -2.4928 -0.1164 0.6885  -0.2306
28 Si -3.8653 -1.2303 0.7471  0.3820
29 C -4.4638 -1.3795 2.4916  -0.1679
30 C -3.3578 -2.9456 0.2423  -0.1762
31 C -5.2653 -0.7046 -0.3379  -0.1677
32 H 0.2546 2.2425 4.5413  0.0900
33 H 0.4208 3.6620 3.5020  0.0777
34 H 1.0198 2.0759 2.9620  -0.0230
35 H -2.0316 3.9532 3.8957  0.1128
36 H -4.2980 3.4386 2.9813  0.1146
37 H -4.5753 1.4823 1.4828  0.1012
38 H -3.6186 -1.3858 3.1937  0.0433
39 H -5.0054 -2.3272 2.6030  0.0412
40 H -5.1344 -0.5673 2.7921  0.0305
41 H -3.0089 -3.5158 1.1127  0.0483
42 H -2.5690 -2.9687 -0.5109  -0.0323
43 H -4.2346 -3.4647 -0.1736  0.0507
44 H -5.8178 0.1565 0.0558  0.0282
45 H -5.9726 -1.5385 -0.4265  0.0420
46 H -4.9155 -0.4458 -1.3433  0.0239
47 C -0.3138 -1.8055 1.1865  -0.2413
48 C 0.9819 -2.2970 1.7676  -0.3233
49 C 1.2216 -2.2207 3.1408  -0.0834
50 C 2.3587 -2.7854 3.7063  -0.1159
51 C 3.3059 -3.4123 2.8995  -0.1439
52 C 3.0980 -3.4584 1.5246  -0.0803
53 C 1.9475 -2.9123 0.9729  -0.0557
54 H -1.0005 -1.6087 2.0082  0.0387
55 H -0.7246 -2.6417 0.6152  0.0082
56 H 0.4962 -1.7133 3.7747  0.1113
57 H 2.5034 -2.7425 4.7814  0.1017
58 H 4.1909 -3.8625 3.3386  0.1005
59 H 3.8323 -3.9324 0.8822  0.1040
60 H 1.7949 -2.9571 -0.1023  0.0981
61 C -2.6946 -1.5384 -2.8434  -0.2155
62 Si -0.9293 -1.6736 -2.2496  0.4703
63 C -0.4324 -3.4365 -1.9444  -0.2227
64 C 0.0578 -1.1993 -3.7443  -0.2158
65 H -2.7763 -2.0166 -3.8271  0.0405
66 H -2.9525 -0.4786 -2.9647  0.0358
67 H -3.4347 -1.9913 -2.1811  -0.0046
68 H -0.8565 -4.0576 -2.7471  0.0455
69 H -0.7423 -3.8636 -0.9862  0.0128
70 H 0.6592 -3.5090 -2.0095  0.0294
71 H -0.2334 -1.8585 -4.5677  0.0421
72 H 1.1347 -1.2846 -3.5793  0.0313
73 H -0.1262 -0.1610 -4.0342  0.0308
74 S 2.8085 0.5772 2.0551  0.7878
75 C 4.0176 0.4882 3.1939  -0.8167
76 N 4.4167 1.4839 4.0270  0.0120
77 C 5.5955 1.1195 4.8134  -0.1425
78 C 5.6094 -0.4081 4.6514  -0.1341
79 N 4.7792 -0.5894 3.4608  0.0303
80 H 4.1617 2.4316 3.8191  0.1253
81 H 5.4851 1.4192 5.8515  0.1102
82 H 6.5024 1.5743 4.4139  0.1135
83 H 5.1705 -0.9054 5.5191  0.1153
84 H 6.6117 -0.7973 4.4967  0.1129
85 H 4.4386 -1.4916 3.1715  0.0821

orbital gap	0.259	Ha
E_HOMO	-7.7694	eV
molar mass	862.98	u
total energy	-97762.383	eV
spin multiplicity	1

***

Number 1 is which compound? C13H33CuO12S3